Formula: C3H8NO3
Source: the OMol25 dataset
Level of theory: ωB97M-V/def2-TZVPD

```
15
C3H8NO3 | the OMol25 dataset | ωB97M-V/def2-TZVPD
C -0.901 -2.239 0.206
C -0.950 -1.005 -0.178
C 0.695 0.679 0.497
N 0.771 1.562 -0.705
O -1.635 -0.194 -0.964
O 0.191 1.424 1.529
O 1.909 0.074 0.667
H -1.595 -2.959 -0.222
H -0.182 -2.636 0.892
H 1.541 1.223 -1.298
H -0.126 1.522 -1.210
H 0.964 2.534 -0.408
H -2.561 -0.457 -1.081
H -0.250 0.900 2.209
H 2.162 -0.016 1.593
```

The value obtained for the orbital gap (alpha / beta) is 0.325 / 0.325 Ha. Its net charge is +1. The LUMO energy (alpha / beta) comes out at -3.909 / -3.912 eV. The calculation puts the HOMO energy (alpha / beta) at -12.765 / -12.762 eV. The calculation puts the relative energy (zero: lowest compared OMol25 entry of this formula, charge and spin) at 94.0 kcal per mole.

So, what does the Löwdin scheme give us? The charges, in e, come out as: atom 1 (C): 0.044, atom 2 (C): -0.185, atom 3 (C): -0.424, atom 4 (N): 0.274, atom 5 (O): 0.030, atom 6 (O): 0.078, atom 7 (O): 0.077, atom 8 (H): 0.088, atom 9 (H): 0.068, atom 10 (H): 0.186, atom 11 (H): 0.160, atom 12 (H): 0.189, atom 13 (H): 0.143, atom 14 (H): 0.137, atom 15 (H): 0.135